C23H16BrCoN4OS as an isolated structure in a non-equilibrium geometry, computed with the ωB97M-V functional and the def2-TZVPD basis.

Structure (ORCA input):
```
! RIJCOSX wB97M-V def2-TZVPD def2/J DEFGRID3
* xyz 1 2
Co 0.20479 0.24251 0.00147
Br -6.95495 0.01942 -1.46953
C -5.12503 0.35956 -1.12562
C -4.62927 1.66022 -1.27024
C -3.30562 1.90551 -0.98115
C -2.45172 0.86794 -0.57179
O -1.21503 1.10643 -0.28671
C -2.95409 -0.48053 -0.47286
C -2.08936 -1.53169 -0.11702
N -0.78060 -1.39025 0.09462
C -0.00796 -2.45973 0.46660
C -0.41286 -3.78221 0.69587
C 0.51591 -4.72695 1.09764
C 1.84351 -4.40009 1.30136
C 2.29618 -3.09202 1.06279
C 3.63164 -2.67189 1.23221
C 3.97356 -1.39257 0.85077
C 3.00429 -0.51852 0.38142
N 1.70033 -0.84150 0.31720
C 1.36129 -2.12535 0.61877
C -4.31249 -0.69027 -0.73965
H -5.28083 2.45349 -1.60108
H -2.89012 2.89808 -1.06586
H -2.52439 -2.51623 -0.01065
H -1.43941 -4.08372 0.57126
H 0.18605 -5.74054 1.26035
H 2.54861 -5.14742 1.62683
H 4.35492 -3.35595 1.64607
H 4.99133 -1.04439 0.91244
H 3.28359 0.47275 0.05605
H -4.71798 -1.68422 -0.65096
N 1.91521 2.07447 2.19232
C 1.87584 2.50716 0.92687
N 1.25788 1.87738 -0.04577
C 1.38630 2.54666 -1.25102
C 0.82451 2.16519 -2.46463
C 1.02801 2.96422 -3.57215
C 1.79191 4.12489 -3.48477
C 2.36839 4.51477 -2.28904
C 2.15494 3.71793 -1.17930
S 2.71428 3.96209 0.46376
H 1.33455 1.29829 2.47162
H 2.38110 2.60788 2.90428
H 0.22929 1.26221 -2.52569
H 0.58499 2.68837 -4.51687
H 1.93906 4.73149 -4.36422
H 2.95885 5.41461 -2.21404
*
```

Values from the calculation:
Molecular weight   535.312 g mol⁻¹
Orbital gap (spin up / spin down)   6.5824 / 6.6214 eV
Total energy   -5535.18266 Ha
⟨S²⟩   0.760

Calculated atomic charges, method Löwdin, unit e: Co 0.63; Br 0.76; C -0.68; C -0.09; C 0.02; C -0.29; O -0.14; C -0.13; C 0.02; N 0.02; C -0.18; C 0.02; C -0.05; C -0.01; C -0.14; C 0.04; C -0.02; C -0.06; N 0.02; C -0.13; C -0.07; H 0.11; H 0.12; H 0.13; H 0.11; H 0.12; H 0.12; H 0.13; H 0.12; H 0.12; H 0.11; N 0.13; C -0.67; N -0.02; C -0.29; C -0.01; C -0.06; C -0.07; C -0.08; C -0.45; S 1.13; H 0.11; H 0.11; H 0.11; H 0.11; H 0.11; H 0.12